{"formula": "H10O5", "method": "the ωB97M-V functional and the def2-TZVPD basis", "largest_force_ev_per_a": 4.11, "lumo_ev": 0.12, "orbital_gap_ev": 10.79, "e_tot_ev": -10399.728, "smiles": "O.O.O.O.O", "species": ["O", "H", "H", "O", "H", "H", "O", "H", "H", "O", "H", "H", "O", "H", "H"], "positions_angstrom": [[13.416, -23.021, -22.625], [13.774, -23.870, -22.368], [13.217, -22.663, -21.737], [13.444, -27.379, -20.522], [12.716, -27.877, -20.140], [13.097, -26.459, -20.519], [15.518, -24.211, -24.175], [14.728, -24.632, -23.990], [15.190, -23.264, -24.131], [11.526, -24.068, -24.120], [12.086, -23.392, -23.667], [11.003, -23.599, -24.759], [13.696, -26.143, -23.576], [13.457, -26.811, -22.970], [12.855, -25.985, -24.001]], "atomic_forces_ev_per_a": [[-0.1, 0.8, 1.5], [0.4, -0.8, -0.4], [0.0, 0.3, -0.7], [-0.5, 1.1, -0.1], [0.0, -0.2, 0.0], [0.5, -0.8, 0.0], [1.7, 3.7, -0.5], [-2.3, -2.2, 0.4], [1.1, -1.4, -0.2], [0.4, 0.1, 0.5], [-0.4, -0.7, -0.3], [-0.3, 0.2, -0.4], [0.1, 0.8, -0.7], [0.1, -1.4, 1.5], [-0.5, 0.6, -0.6]]}